Record 1
Computed, not measured: H24O12 as an isolated structure, with the ωB97M-V functional and the def2-TZVPD basis.

XYZ file:
```
36
Properties=species:S:1:pos:R:3:lowdin_charge:R:1
H -0.3227 -0.4356 -0.6682 -0.0028
H 1.0757 -0.1798 -0.1305 0.0267
H 1.4422 3.2749 -0.7651 -0.0025
H 0.0662 3.5034 -0.1614 0.0361
H -4.1328 3.1485 -1.1463 0.0376
H -4.2339 1.6466 -1.3564 0.0244
H -3.9229 1.8201 0.9185 0.0094
H -2.8479 2.6643 1.5831 0.0366
H 5.6059 -0.5935 -2.3848 0.0667
H 4.4059 0.0482 -1.7077 0.0779
H 2.9436 -3.0369 0.1099 0.0349
H 2.9370 -2.2128 -1.1671 0.0086
H -1.9208 -2.7162 -0.2201 0.0710
H -1.5675 -1.4902 -1.0459 0.0329
H 2.3438 3.9956 1.1654 0.0456
H 2.4573 2.6344 0.4988 0.0261
H 0.3785 -1.9963 3.1370 0.0338
H 1.5624 -1.2860 3.7725 0.0305
H 5.2859 -0.2012 0.9531 0.0521
H 5.8858 -1.1224 -0.0965 0.0739
H -3.7113 -1.3126 1.8758 0.0350
H -4.1396 -1.8044 0.5030 -0.0196
H -4.2961 -1.1761 -1.1796 0.0192
H -4.3549 -2.1336 -2.3585 0.0540
O 0.2669 0.2749 -0.3916 -0.0420
O 0.5059 3.1098 -0.9234 -0.0623
O -3.6603 2.4015 -1.5305 -0.0470
O -3.0965 1.7494 1.4095 -0.0529
O 4.9774 -0.7269 -1.6662 -0.1154
O 2.4072 -2.8440 -0.6673 -0.0612
O -2.3052 -1.9154 -0.5942 -0.0603
O 2.1423 3.0631 1.3026 -0.0503
O 1.1227 -1.4215 2.9255 -0.0570
O 5.1289 -0.5487 0.0679 -0.1284
O -3.8425 -2.1189 1.3643 -0.0638
O -4.5868 -2.0615 -1.4257 -0.0677
```

Results
* E_LUMO: 0.1 eV
* energy relative to the best compared isomer or geometry (same formula, charge and spin): 157.9 kcal/mol
* HOMO level: -9.428 eV



Record 2
Computed, not measured: an isolated ion of composition C3H5N2O and charge +1, with the ωB97M-V functional and the def2-TZVPD basis.

XYZ file:
```
11
Properties=species:S:1:pos:R:3:lowdin_charge:R:1
C 0.5154 1.0247 0.1708 0.1304
C 0.3267 -1.0482 -0.4505 0.1289
C -0.8527 0.4808 0.6596 -0.0609
N -0.7961 -0.8269 0.1621 0.1162
N 1.1184 0.1052 -0.5906 -0.2458
O 2.1799 0.1904 -1.1903 0.0515
H 1.1189 1.9020 0.1460 0.1551
H 0.6257 -1.9805 -0.8082 0.1670
H -1.1118 0.3501 1.6845 0.1518
H -1.4771 1.1778 -0.0196 0.2009
H -1.6472 -1.3753 0.2363 0.2049
```

Results
* SMILES string: [O-][N+]1=CC[NH+]=C1
* charge: +1
* E_LUMO: -6.3 eV
* energy relative to the best compared isomer or geometry (same formula, charge and spin): 105.5 kcal/mol
* HOMO level: -14.291 eV



Record 3
Computed, not measured: one molecule with the formula C16H21N3O2, with the ωB97M-V functional and the def2-TZVPD basis.

XYZ file:
```
42
Properties=species:S:1:pos:R:3:lowdin_charge:R:1
C -5.7356 -1.0984 1.4425 -0.0727
C -4.5902 -0.9999 0.4387 -0.2715
O -3.7105 0.0787 0.6700 -0.1839
C -4.2542 1.3610 0.4171 -0.2247
C -3.1327 2.3988 0.4179 -0.1459
H -3.5834 3.3910 0.3794 0.1170
H -2.5714 2.3066 1.3484 0.1238
C -2.1815 2.2333 -0.7651 -0.1695
N -1.4143 1.0182 -0.6347 0.0763
C -0.1114 0.9359 -0.9719 -0.4160
O 0.5025 1.8741 -1.4498 0.0537
C 0.4265 -0.4272 -0.7491 -0.0974
C -0.2752 -1.6033 -0.9617 0.0278
C 0.6014 -2.6365 -0.5974 -0.3357
N 1.7422 -2.1259 -0.1750 0.1328
N 1.6524 -0.7986 -0.2794 -0.0307
C 2.7497 -0.0431 0.1732 -0.1718
C 3.5079 -0.5754 1.2136 -0.0225
C 4.6185 0.1027 1.6758 -0.0864
C 4.9810 1.3135 1.1081 -0.0968
C 4.2304 1.8356 0.0690 -0.0775
C 3.1207 1.1613 -0.4102 -0.0056
H 2.5426 1.5731 -1.2206 0.0942
H 4.5135 2.7738 -0.3843 0.1037
H 5.8482 1.8446 1.4719 0.0987
H 5.2017 -0.3140 2.4837 0.1011
H 3.2156 -1.5226 1.6388 0.1031
C 0.3645 -4.1035 -0.6383 -0.0361
H 1.2528 -4.6227 -0.2909 0.0754
H 0.1374 -4.4224 -1.6545 0.0775
H -0.4786 -4.3699 -0.0019 0.0755
H -1.2674 -1.7052 -1.3536 0.1107
H -1.8978 0.2427 -0.2034 0.1111
H -1.4721 3.0641 -0.8172 0.1216
H -2.7547 2.2160 -1.7020 0.1277
H -4.9904 1.6200 1.1907 0.1203
H -4.7660 1.3594 -0.5580 0.1295
H -4.9952 -0.9373 -0.5835 0.1208
H -3.9587 -1.8896 0.5124 0.1192
H -6.4355 -0.2752 1.3223 0.0672
H -5.3424 -1.0810 2.4558 0.0809
H -6.2708 -2.0311 1.2878 0.0753
```

Results
* SMILES string: CCOCCCNC(=O)c1cc(C)nn1-c1ccccc1
* E_LUMO: 0.8 eV
* energy relative to the best compared isomer or geometry (same formula, charge and spin): 54.2 kcal/mol
* HOMO level: -8.394 eV



Record 4
Computed, not measured: a 2-piece molecular cluster, C6H14O overall, with the ωB97M-V functional and the def2-TZVPD basis.

XYZ file:
```
21
Properties=species:S:1:pos:R:3:lowdin_charge:R:1
C -0.4073 1.8458 -0.2102 -0.1172
C -0.5434 1.7194 1.3058 -0.2715
C -1.2091 0.4036 1.7269 -0.2321
C -0.4093 -0.7908 1.2867 -0.1466
C -0.9104 -1.8246 0.6218 -0.1709
C -0.1190 -3.0218 0.1855 -0.1080
H 0.4200 1.2817 -0.6530 0.0677
H -0.2788 2.8936 -0.5057 0.0679
H -1.3103 1.4371 -0.6795 0.0731
H -1.1915 2.5153 1.6747 0.1008
H 0.4354 1.7772 1.7842 0.1026
H -2.1882 0.3593 1.2478 0.1053
H -1.3436 0.4334 2.8047 0.1060
H 0.6080 -0.7938 1.6655 0.1124
H -1.9714 -1.7860 0.4008 0.1016
H -0.4712 -3.8931 0.7484 0.0713
H 0.9443 -2.8934 0.3805 0.0703
H -0.2846 -3.2520 -0.8686 0.0676
H 2.9592 0.7365 -3.8462 0.0383
H 3.6766 1.4121 -5.0139 0.0289
O 3.5949 1.4407 -4.0561 -0.0675
```

Results
* SMILES string: C/C=C/CCC.O
* E_LUMO: 0.8 eV
* energy relative to the best compared isomer or geometry (same formula, charge and spin): 21.2 kcal/mol
* HOMO level: -9.156 eV



Record 5
Computed, not measured: a 2-piece molecular cluster, C4H12OS2 overall, with the ωB97M-V functional and the def2-TZVPD basis.

XYZ file:
```
19
Properties=species:S:1:pos:R:3:lowdin_charge:R:1
C -0.1997 -1.6254 2.5334 -0.2259
C -1.3069 -0.6400 2.7786 -0.5304
S -1.1372 0.6942 1.4607 0.4250
S 0.6386 1.6471 1.2872 0.4582
C 1.2648 1.1129 -0.3415 -0.5853
C 2.8270 1.2738 -0.3552 -0.1725
H 0.8142 -1.3073 2.2822 0.0546
H -0.5458 -2.1471 1.5837 0.0808
H -0.1913 -2.5513 3.1226 0.0663
H -1.1673 -0.0199 3.6576 0.0460
H -2.2851 -1.1437 2.6508 0.0874
H 0.9556 0.1209 -0.6324 0.0618
H 0.9914 1.8937 -1.0506 0.0553
H 3.0323 1.3609 -1.4172 0.0627
H 3.3578 0.3691 -0.0309 0.0679
H 3.1523 2.0971 0.2545 0.0480
H -3.5683 -0.5477 -6.6681 0.0320
H -2.9073 -0.0954 -5.3974 0.0312
O -3.7249 -0.4917 -5.7181 -0.0633
```

Results
* SMILES string: CCSSCC.O
* E_LUMO: 0.8 eV
* energy relative to the best compared isomer or geometry (same formula, charge and spin): 26.8 kcal/mol
* HOMO level: -8.359 eV



Record 6
Computed, not measured: an isolated ion of composition C32H38N3O2 and charge +1, with the ωB97M-V functional and the def2-TZVPD basis.

XYZ file:
```
75
Properties=species:S:1:pos:R:3:lowdin_charge:R:1
C 1.1912 4.8333 0.0913 -0.0303
C 1.3857 3.6485 -0.8318 -0.3440
C 1.3497 4.1235 -2.2605 -0.0568
N 0.2285 2.7359 -0.7312 0.0158
N -0.8451 3.1286 -1.4206 0.1792
N -1.8431 2.3744 -0.9652 0.0206
C -3.1513 2.4823 -1.6537 -0.3410
C -2.9360 2.1039 -3.1045 -0.0352
C -3.6579 3.9072 -1.5543 -0.0378
C -1.4153 1.4813 -0.0289 -0.0828
C -2.3693 0.5709 0.6279 -0.1717
C -3.2755 1.0942 1.5786 -0.0286
C -4.2596 0.2843 2.1334 -0.0640
C -4.3589 -1.0617 1.7548 -0.0562
C -3.4644 -1.5937 0.8145 -0.0531
C -2.4718 -0.7894 0.2614 -0.0025
C -0.0715 1.7009 0.1098 -0.0992
C 0.8903 1.0263 1.0288 -0.0597
H 2.0484 5.5114 -0.0013 0.0991
H 0.2872 5.3789 -0.2157 0.0934
H 1.0927 4.5349 1.1406 0.0856
H 2.2669 3.0548 -0.5802 0.1414
H 2.1418 4.8536 -2.4435 0.0984
H 1.4717 3.2993 -2.9672 0.0919
H 0.3738 4.5880 -2.4432 0.0780
H -3.8240 1.7876 -1.1459 0.1473
H -3.8573 2.2682 -3.6727 0.0956
H -2.1383 2.7329 -3.5199 0.0859
H -2.6544 1.0499 -3.1958 0.0855
H -4.5368 4.0185 -2.2003 0.0951
H -3.9584 4.1567 -0.5325 0.0853
H -2.8812 4.6042 -1.8921 0.0842
H -3.1819 2.1474 1.8548 0.1224
H -4.9578 0.7038 2.8583 0.1133
H -5.1376 -1.6888 2.1849 0.1117
H -3.5482 -2.6355 0.5029 0.1128
H -1.7698 -1.1732 -0.4831 0.1021
H 0.2801 0.3582 1.6508 0.1422
H 1.2960 1.8087 1.6996 0.1389
C 5.3998 -1.6944 5.8407 -0.0590
O 5.5779 -0.6141 4.9028 -0.0885
C 4.7876 -0.5583 3.7952 -0.2620
C 4.9290 0.5913 2.9803 0.0090
C 4.0467 0.8030 1.9349 -0.0403
C 3.0351 -0.1215 1.6378 -0.2048
C 2.0474 0.1828 0.4929 -0.2586
C 1.5708 -1.0831 -0.1912 -0.0423
C 0.8250 -1.1251 -1.3171 -0.0716
C 0.2027 -2.3336 -1.8155 -0.2575
C -0.3611 -2.3440 -3.1174 -0.0365
C -1.0766 -3.4301 -3.5739 0.0023
C -1.2376 -4.5668 -2.7425 -0.2620
O -2.0128 -5.5667 -3.2364 -0.0861
C -2.2062 -6.7463 -2.4320 -0.0589
C -0.6221 -4.6034 -1.4638 -0.0094
C 0.1000 -3.5041 -1.0283 -0.0285
C 2.9377 -1.2811 2.4108 -0.0372
C 3.8316 -1.5423 3.4476 -0.0036
H 6.0484 -1.4120 6.6675 0.0935
H 4.3602 -1.7777 6.1833 0.0953
H 5.7300 -2.6474 5.4094 0.0962
H 5.7209 1.3006 3.2054 0.1217
H 4.1305 1.7069 1.3261 0.1134
H 2.6050 0.7940 -0.2439 0.1373
H 1.9757 -2.0302 0.1697 0.1021
H 0.7042 -0.2411 -1.9469 0.1159
H -0.2160 -1.4761 -3.7610 0.1128
H -1.5449 -3.4405 -4.5558 0.1219
H -2.8611 -7.3669 -3.0391 0.0944
H -1.2542 -7.2607 -2.2503 0.0982
H -2.6886 -6.5039 -1.4768 0.0937
H -0.7354 -5.4834 -0.8268 0.1061
H 0.5794 -3.5402 -0.0481 0.1106
H 2.1532 -2.0112 2.2083 0.1098
H 3.7790 -2.4826 4.0061 0.1100
```

Results
* SMILES string: COc1ccc(/C=C/[C@@H](Cc2c(-c3ccccc3)[n+](C(C)C)nn2C(C)C)c2ccc(OC)cc2)cc1
* charge: +1
* E_LUMO: -2.8 eV
* HOMO level: -10.036 eV



How do the records compare in strongest force on any atom? In the order shown, they have 9.6; 4.5; 1.0; 0.8; 3.6; 2.1 eV/A.